No. 1
A cluster of 2 separate species, C8H19BN2 in total in a non-equilibrium geometry, computed with ωB97M-V/def2-TZVPD.

Output
Highest occupied orbital energy ... -6.75 eV
Calculated total energy ... -450.45437 hartree
LUMO ... 0.025 hartree
Relative energy (zero: lowest compared OMol25 entry of this formula, charge and spin) ... 85.11 kcal/mol

The geometry in ORCA input format:
```
! RIJCOSX wB97M-V def2-TZVPD def2/J DEFGRID3
* xyz 0 1
B -0.4249 -0.1875 -0.0601
C 2.0249 -0.6446 1.7990
C 2.3817 0.3502 0.9199
C 2.2111 1.4994 -1.3778
C -2.4932 1.1625 0.6463
C -0.3077 2.1493 0.6615
C -0.5572 -2.0170 -1.6312
C -1.7990 -2.3223 0.3551
C 1.9192 0.3051 -0.4632
N -1.0832 0.9336 0.4340
N -0.8413 -1.4688 -0.2643
H 2.4046 -0.6897 2.7802
H 1.5975 -1.6763 1.2652
H 2.8778 1.2800 1.2058
H 1.7839 1.2554 -2.3479
H 1.6943 2.3836 -1.0534
H 3.3382 1.6372 -1.4821
H -2.7890 1.9512 -0.0694
H -2.9344 0.2282 0.3222
H -2.7872 1.3804 1.6791
H -0.4682 2.7643 -0.2798
H -0.8848 2.6661 1.3773
H 0.7854 1.9472 0.8454
H -1.4701 -2.0856 -2.1874
H 0.0995 -1.3541 -2.0880
H -0.0779 -3.0005 -1.7396
H -2.9121 -2.2864 0.0117
H -1.4932 -3.3770 0.2411
H -1.8599 -2.1601 1.3749
H 2.0653 -0.6240 -0.8748
*
```

No. 2
A cluster of 2 separate species, C8H19Cl2N in total in a non-equilibrium geometry, computed with ωB97M-V/def2-TZVPD.

Output
Highest occupied orbital energy ... -8.42 eV
Calculated total energy ... -1291.17167 hartree
LUMO ... 0.029 hartree
Relative energy (zero: lowest compared OMol25 entry of this formula, charge and spin) ... 5.72 kcal/mol

The geometry in ORCA input format:
```
! RIJCOSX wB97M-V def2-TZVPD def2/J DEFGRID3
* xyz 0 1
Cl 2.5096 2.7521 0.5478
C 0.9156 2.7891 -0.3042
C 1.2486 2.7681 -1.8482
Cl 1.9226 4.2231 -2.4242
H 0.6356 3.7261 -0.0622
H 0.2906 1.9521 0.2578
H 0.4186 2.5701 -2.2992
H 1.8916 1.8891 -1.9712
C 0.2676 -0.2089 2.3748
C -0.6634 -0.9739 1.4088
N -0.4554 -0.7849 0.0498
C 0.6416 -1.2979 -0.4602
C 1.3146 -2.3949 0.0548
C -1.5954 -1.2239 -0.7082
C -2.7844 -0.1999 -0.7022
H 0.4716 0.8541 2.0748
H 1.4006 -0.5729 2.4438
H -0.1034 -0.0369 3.4958
H -1.5404 -0.4649 1.5488
H -0.7314 -2.1159 1.9728
H 1.2816 -0.4039 -0.1832
H 0.7866 -1.0539 -1.5362
H 1.2936 -2.6279 1.1308
H 2.3226 -2.2179 -0.2352
H 0.9256 -3.2599 -0.5872
H -2.1104 -2.1759 -0.3072
H -1.3314 -1.4879 -1.6312
H -3.5484 -0.7889 -1.3022
H -2.5114 0.8211 -1.0462
H -3.1644 -0.0539 0.2478
*
```

No. 3
An isolated molecule of C8H19N2P in a non-equilibrium geometry, computed with ωB97M-V/def2-TZVPD.

Output
Highest occupied orbital energy (alpha / beta) ... -6.15 / -7.55 eV
Calculated total energy ... -766.84754 hartree
LUMO (alpha / beta) ... 0.001 / 0.014 hartree
Relative energy (zero: lowest compared OMol25 entry of this formula, charge and spin) ... 96.47 kcal/mol

The geometry in ORCA input format:
```
! RIJCOSX wB97M-V def2-TZVPD def2/J DEFGRID3
* xyz 0 1
C 1.4962 2.2468 -1.4604
C -1.0967 -1.8039 0.0264
C -1.2388 -1.1859 1.5201
C -1.1238 -0.7039 -1.1248
C 2.1710 -0.8429 -0.1348
C -0.0888 0.3380 3.1635
C -1.2916 2.2797 -0.6515
C 1.3973 -0.9113 -1.4493
N -0.0987 -0.4118 1.8826
N 0.1227 -0.1214 -1.3924
P 0.3426 1.3529 -0.6165
H 2.3473 1.8430 -1.8851
H 1.4518 3.3312 -1.3081
H -0.0941 -2.2083 0.1566
H -1.9196 -2.5008 -0.2331
H -2.1727 -0.6237 1.5487
H -1.2944 -2.0948 2.1724
H -1.4835 -1.1758 -2.0893
H -1.9145 0.1134 -1.0106
H 2.8347 -1.7709 -0.1205
H 2.7486 0.0671 0.0329
H 1.4017 -1.2638 0.6052
H 0.9290 0.3282 3.2043
H -0.5296 1.3262 3.0818
H -0.6857 -0.3067 3.8747
H -1.0011 3.3283 -0.3657
H -1.7647 2.0158 -1.5668
H -2.0514 2.1367 0.1158
H 1.8947 -0.6294 -2.4006
H 1.2387 -2.0254 -1.5609
*
```

No. 4
A cluster of 3 separate species, C8H19N3O10PS3 in total in a non-equilibrium geometry, computed with ωB97M-V/def2-TZVPD.

Output
Highest occupied orbital energy ... -12.41 eV
Calculated total energy ... -2768.35614 hartree
LUMO ... -0.186 hartree
Relative energy (zero: lowest compared OMol25 entry of this formula, charge and spin) ... 30.87 kcal/mol

The geometry in ORCA input format:
```
! RIJCOSX wB97M-V def2-TZVPD def2/J DEFGRID3
* xyz 1 1
N -3.7179 -0.4098 -2.2774
C -2.4562 0.0136 -2.4624
N -1.5538 -0.6331 -3.2582
C -0.7448 0.4517 -3.8465
C -0.7062 1.4778 -2.7268
C 0.4694 1.4072 -1.7321
O 0.2899 0.2339 -0.9580
O 1.3619 -0.6734 -1.1738
P -0.6954 3.2093 -3.4502
S 1.0865 3.9741 -3.4978
N -1.9399 1.0957 -1.9422
H -4.4433 0.0229 -2.8221
H -3.9872 -1.1713 -1.6771
H -1.0601 -1.4149 -2.8410
H 0.1777 0.1689 -4.3068
H -1.4059 0.8904 -4.5756
H 1.4148 1.3763 -2.2354
H 0.4064 2.2522 -1.0676
H 1.4706 -0.7935 -2.1304
H -1.1935 3.0811 -4.7586
H -1.5585 4.0217 -2.6868
H -2.6221 1.8596 -2.0152
C -1.7787 -0.2451 1.5387
C -1.0775 -1.3274 2.3203
O -1.7549 -1.3377 3.5875
S -3.2985 -0.9666 3.3832
O -4.0643 -2.1532 3.3067
O -3.6299 0.0836 4.2668
O -3.1626 -0.3745 1.8912
H -1.4333 0.7485 1.8342
H -1.6572 -0.3678 0.4700
H -0.0194 -1.1205 2.4406
H -1.2077 -2.3069 1.8528
C 4.1172 -0.9469 4.0063
C 4.9077 -1.7330 2.9838
O 4.0514 -1.7648 1.8277
S 3.2092 -0.4120 1.7491
O 3.8374 0.4827 0.8525
O 1.8387 -0.7552 1.6195
O 3.4755 0.0877 3.2408
H 3.3451 -1.5591 4.4751
H 4.7459 -0.5047 4.7726
H 5.1298 -2.7437 3.3104
H 5.8337 -1.2238 2.7123
*
```

No. 5
A cluster of 2 separate species, C8H19N4 in total in a non-equilibrium geometry, computed with ωB97M-V/def2-TZVPD.

Output
Highest occupied orbital energy ... -13.13 eV
Calculated total energy ... -534.85145 hartree
LUMO ... -0.170 hartree
Relative energy (zero: lowest compared OMol25 entry of this formula, charge and spin) ... 117.50 kcal/mol

The geometry in ORCA input format:
```
! RIJCOSX wB97M-V def2-TZVPD def2/J DEFGRID3
* xyz 1 1
C -4.4124 1.6544 -0.1359
C 1.7732 -2.6482 -0.8361
C 3.2934 -0.0589 1.5009
C -2.9671 1.4451 0.2887
C -2.3990 0.1170 -0.2066
C -0.9459 -0.0769 0.2223
C -0.3190 -1.3002 -0.4464
C 1.1408 -1.5132 -0.0180
N 3.6109 2.5830 -0.7080
N 1.8335 -0.3274 -0.3800
N 2.6849 0.2715 0.2166
N 2.8556 1.8091 -1.0418
H -4.5050 1.6138 -1.2178
H -5.0578 0.8888 0.2894
H -4.7667 2.6260 0.2008
H 1.8004 -2.3803 -1.8884
H 2.7835 -2.8658 -0.4999
H 1.1680 -3.5436 -0.7197
H 3.6790 -1.0781 1.4725
H 2.5459 0.0279 2.2900
H 4.1019 0.6444 1.6849
H -2.9005 1.4876 1.3790
H -2.3554 2.2618 -0.1057
H -3.0063 -0.7071 0.1738
H -2.4592 0.0913 -1.2969
H -0.3699 0.8106 -0.0555
H -0.8996 -0.1826 1.3092
H -0.8904 -2.1937 -0.1961
H -0.3439 -1.1683 -1.5286
H 1.2113 -1.7376 1.0555
H 4.1155 3.4498 -0.8021
*
```

No. 6
A cluster of 2 separate species, C8H19N4O3 in total in a non-equilibrium geometry, computed with ωB97M-V/def2-TZVPD.

Output
Highest occupied orbital energy ... -11.91 eV
Calculated total energy ... -760.60372 hartree
LUMO ... -0.134 hartree
Relative energy (zero: lowest compared OMol25 entry of this formula, charge and spin) ... 0.00 kcal/mol

The geometry in ORCA input format:
```
! RIJCOSX wB97M-V def2-TZVPD def2/J DEFGRID3
* xyz 1 1
O -0.2062 -3.0580 -0.2499
N 0.0977 -3.2610 -1.3501
O 1.3845 -2.6366 -1.6424
C 1.2084 -1.6443 -2.6285
C 0.9534 -0.2934 -1.9500
C 1.8877 -0.0050 -0.7894
N 1.8327 1.3999 -0.3339
C 0.6832 2.1914 -0.8037
C 0.3947 2.0278 -2.3080
N 1.1474 0.8642 -2.8919
H 2.0655 -1.6323 -3.3096
H 0.3287 -1.9091 -3.2365
H -0.0886 -0.2703 -1.6140
H 1.7377 -0.7407 0.0018
H 2.9072 -0.1845 -1.1692
H 1.7417 1.3581 0.6801
H 0.9381 3.2417 -0.6453
H -0.2355 1.9793 -0.2486
H 0.5467 2.9235 -2.9081
H -0.6582 1.7551 -2.4161
H 2.1530 1.0595 -2.8898
H 0.7971 0.6775 -3.8316
C -0.7717 0.7682 3.1575
O 0.4114 0.6177 2.8931
N -1.7005 -0.1953 3.0507
C -3.1075 0.0513 3.3174
C -1.2726 -1.5270 2.6529
H -1.1853 1.7394 3.4756
H -3.4535 -0.5869 4.1312
H -3.7024 -0.1595 2.4268
H -3.2558 1.0904 3.6014
H -0.5705 -1.9269 3.3840
H -0.7651 -1.4863 1.6891
H -2.1367 -2.1821 2.5834
*
```

Please write out number 1 again, unchanged.
A cluster of 2 separate species, C8H19BN2 in total in a non-equilibrium geometry, computed with ωB97M-V/def2-TZVPD.

Output
Highest occupied orbital energy ... -6.75 eV
Calculated total energy ... -450.45437 hartree
LUMO ... 0.025 hartree
Relative energy (zero: lowest compared OMol25 entry of this formula, charge and spin) ... 85.11 kcal/mol

The geometry in ORCA input format:
```
! RIJCOSX wB97M-V def2-TZVPD def2/J DEFGRID3
* xyz 0 1
B -0.4249 -0.1875 -0.0601
C 2.0249 -0.6446 1.7990
C 2.3817 0.3502 0.9199
C 2.2111 1.4994 -1.3778
C -2.4932 1.1625 0.6463
C -0.3077 2.1493 0.6615
C -0.5572 -2.0170 -1.6312
C -1.7990 -2.3223 0.3551
C 1.9192 0.3051 -0.4632
N -1.0832 0.9336 0.4340
N -0.8413 -1.4688 -0.2643
H 2.4046 -0.6897 2.7802
H 1.5975 -1.6763 1.2652
H 2.8778 1.2800 1.2058
H 1.7839 1.2554 -2.3479
H 1.6943 2.3836 -1.0534
H 3.3382 1.6372 -1.4821
H -2.7890 1.9512 -0.0694
H -2.9344 0.2282 0.3222
H -2.7872 1.3804 1.6791
H -0.4682 2.7643 -0.2798
H -0.8848 2.6661 1.3773
H 0.7854 1.9472 0.8454
H -1.4701 -2.0856 -2.1874
H 0.0995 -1.3541 -2.0880
H -0.0779 -3.0005 -1.7396
H -2.9121 -2.2864 0.0117
H -1.4932 -3.3770 0.2411
H -1.8599 -2.1601 1.3749
H 2.0653 -0.6240 -0.8748
*
```

relative energy (zero: lowest compared OMol25 entry of this formula, charge and spin) of number 1 (C8H19BN2)? 85.11 kcal/mol